# 1
Molecular formula: H24O12
Method: DFT, the ωB97M-V functional and the def2-TZVPD basis

Geometry as XYZ:
```
36
Properties=species:S:1:pos:R:3:nbo_charge:R:1
O 3.1811 -3.0302 0.5183 -0.938
O -4.8454 1.6574 -1.5287 -0.934
H -5.1060 1.2982 -0.6806 0.471
H -2.2681 4.4827 2.7507 0.464
O -1.8576 4.6215 1.8973 -0.935
O -0.9739 3.4510 -3.5772 -0.933
O 5.5434 -0.1786 -1.7293 -0.941
H 2.0948 1.4546 3.5593 0.472
H -0.5291 -0.1082 0.4655 0.472
H 2.8903 0.4336 4.3446 0.465
H -0.2188 3.2258 -3.0337 0.471
H 2.9389 -1.0531 -3.8155 0.469
H -3.0955 -3.8071 3.3687 0.471
H -1.0476 -5.0993 0.3101 0.463
O 2.9759 3.6694 -1.9954 -0.942
H -5.2740 1.0915 -2.1709 0.463
H 3.7482 3.1269 -2.1549 0.471
H 2.7257 -3.6242 1.1150 0.469
O -1.6930 -5.5771 -0.2107 -0.930
O -5.6951 0.3503 2.5146 -0.937
H -4.9921 -0.2834 2.6575 0.469
H 3.9081 -1.3791 -4.9318 0.468
O -3.5333 -2.9958 3.1110 -0.936
H 5.0529 -0.9408 -1.4215 0.472
H -3.5393 -2.4633 3.9063 0.465
O 3.0945 -1.6767 -4.5248 -0.937
H 0.8144 0.5377 0.2013 0.472
H 6.2939 -0.5482 -2.1946 0.469
O 0.0853 0.5337 0.8215 -0.943
H -1.5024 -6.4998 -0.0415 0.467
H -6.3393 0.1514 3.1942 0.468
H -0.8288 2.9788 -4.3971 0.462
H -1.4164 3.7939 1.7057 0.471
O 2.8267 1.3727 4.1708 -0.937
H 3.2608 -3.5243 -0.2977 0.469
H 3.3209 4.5578 -1.9065 0.472
```

Summary:
- relative energy (zero: lowest compared OMol25 entry of this formula, charge and spin) (kcal per mole) = 70.49
- Kohn-Sham gap (eV) = 10.7286
- SMILES = O.O.O.O.O.O.O.O.O.O.O.O
- E (a.u.) = -917.21303
- E_HOMO (eV) = -10.98

# 2
Molecular formula: C70H150N8O19
Method: DFT, the ωB97M-V functional and the def2-TZVPD basis

Geometry as XYZ:
```
247
Properties=species:S:1:pos:R:3:mulliken_charge:R:1
H -1.4740 3.6410 0.7020 -0.142
H 5.3089 -2.1173 -0.3655 0.536
C 0.6507 -2.9608 -4.7043 -0.967
H -5.5173 5.3014 2.8878 -0.184
H 1.4287 -2.2991 -5.0793 0.355
O -4.1015 3.2519 3.7179 -0.483
H -7.8745 -7.3893 1.8128 0.375
C -0.2144 5.5425 0.7454 2.199
C -2.6865 -1.5814 -7.6660 -0.525
C -3.4052 -2.0982 -5.3593 -1.120
C -6.7984 2.1494 1.3706 1.847
H 4.2970 5.4853 -2.6444 0.186
C -6.7135 2.6601 -0.0651 -0.829
H 0.9023 -7.7607 1.9469 0.404
C 9.0278 3.3083 3.1988 -0.681
H 3.4917 -9.8719 5.8590 0.425
H 8.6222 0.5653 0.2725 0.513
H 3.2219 6.3119 -4.8853 0.424
H -6.6677 6.6044 2.2989 0.397
H -3.1995 -7.5510 0.3987 0.351
H -1.8932 8.7143 0.9676 0.481
C 2.4438 0.6243 -2.0286 -0.677
N 3.1601 -8.6262 2.2799 0.751
H -1.7044 -0.6114 4.3266 0.443
H 7.7141 3.3380 -2.1256 0.328
H 0.2573 -1.5375 3.3864 -0.044
H 5.3887 -1.1601 1.0268 0.484
H -9.9927 -3.5843 1.2449 0.270
H -0.4618 -0.8785 -6.3665 0.225
C -9.3324 -3.7779 2.1019 -0.709
H 3.6031 2.7607 -5.4945 0.361
C 1.9831 -9.4048 2.7767 1.361
H -4.4470 -1.6484 -5.4389 0.464
H 3.7798 -5.6232 3.6000 0.526
O -2.1375 1.1343 -1.7143 0.060
H -9.1086 5.8479 2.1059 0.501
H 4.7814 -7.8627 5.1761 0.384
H 6.0843 2.5777 -0.1063 0.136
H 2.2709 2.9460 -3.3509 0.581
H 5.0878 -9.2588 4.3000 0.470
C 7.9915 2.3202 -1.6368 -1.347
C -3.3905 3.8841 2.7128 0.358
H -5.7024 -7.9670 0.3455 0.372
H 9.0474 2.0501 -1.8426 0.433
H -1.5435 -6.3778 1.7491 0.021
H -2.6775 6.4847 3.8149 0.269
H -3.0466 -0.4971 2.6426 0.786
H 9.0694 2.8408 4.1666 0.314
H -1.2916 9.4546 2.4525 0.440
H -8.6934 -5.9148 3.7076 0.459
O 0.6265 -4.7134 4.7089 -0.507
H 7.4291 5.0934 -4.9325 0.310
H 1.0507 0.1190 3.5178 0.538
H 6.6468 6.4230 -3.1058 0.444
H 1.5495 -10.1237 0.7953 0.389
O -6.8326 3.1423 3.4784 -0.428
H -6.9556 5.7370 3.8888 0.372
H -8.9683 2.1419 1.3751 0.395
O -3.5530 -5.7733 1.4264 -0.361
H 2.6074 -11.2137 1.7949 0.504
H -1.8759 -1.0466 -8.1968 0.335
O -0.6911 0.5010 -3.2799 -0.706
H 0.6918 -2.3771 1.1232 -0.008
C -1.2072 0.0795 3.6534 -0.953
H -3.1105 -2.0993 -4.3123 0.359
H 2.4095 4.8895 -4.0653 0.269
H -6.4949 -5.7053 0.7965 0.398
C -0.0769 7.0039 3.3040 -1.284
H -4.8952 -1.4645 -7.5580 0.319
H 8.4469 3.1820 0.1807 0.349
C 4.3612 3.4586 0.6808 0.227
H -8.6249 -2.9109 2.2326 0.241
H 2.6641 4.9912 -5.8407 0.333
C 4.0046 -7.7931 3.2666 1.751
H -8.9872 4.8240 3.3405 0.464
H 0.2098 -1.6209 -2.8247 -0.099
C 5.3040 -7.4493 2.4874 -1.788
H -3.5277 3.4537 4.4535 0.385
C -2.1294 -5.5104 1.3512 -0.130
H -1.3765 -3.5033 -5.0035 0.344
C -7.2315 -6.7984 2.4099 -0.658
O 5.2013 4.4600 1.1400 -0.449
C -4.0601 -0.8864 -7.8971 -0.695
C 7.3256 -0.7883 -3.3809 -0.854
H -7.8595 5.8482 0.1169 0.609
C -3.9159 -6.7005 0.5059 -0.379
N 0.1475 -0.3561 1.6673 1.634
N 7.7080 2.5311 -0.2011 -0.430
H 0.9214 -7.8148 3.6519 0.283
O 3.4396 -8.5928 1.1425 -0.384
H -1.2747 -1.7744 1.4776 0.397
H 2.6567 -6.2466 2.4411 0.445
H 6.0908 1.3363 -2.0053 -0.271
C 3.2760 2.5500 -3.3466 0.164
H 1.5700 -2.7233 -2.7473 0.276
H 5.3386 7.1379 -4.0971 0.332
H 9.9039 3.9183 3.1273 0.262
H 0.9309 -1.1578 -0.1949 -0.638
N 4.3881 4.5345 -4.6128 0.465
C -5.1910 -7.3398 1.0972 -0.751
H 5.0165 2.4614 -4.5181 0.334
C -1.2714 -0.7051 1.3691 -0.572
O -0.7507 -3.5893 3.4664 -0.835
C 3.0558 5.2325 -4.8610 -0.883
H -6.9261 1.7018 -0.6383 0.511
H -5.7009 1.2965 2.9213 0.705
C 5.3964 4.7868 -5.7631 -0.305
O 7.6252 0.0523 -2.2760 -0.370
C 4.7046 -1.4109 0.2098 -1.538
H 4.6167 5.0815 1.6628 0.318
C 3.0231 -9.1976 5.1258 -0.669
H 1.0027 -4.0413 -4.8283 0.379
H 5.8505 -8.3531 2.2403 0.466
H 1.6429 4.7441 1.4334 -0.697
H 2.4262 -8.4621 5.6186 0.390
N -6.1041 -6.2824 1.5636 -0.135
H -3.4284 7.4165 2.4070 0.469
C -8.9054 4.8330 2.2701 -1.648
H 7.1055 2.4137 2.1694 0.054
H -4.6233 1.9154 1.6897 -0.132
H -1.1560 1.0933 4.0671 0.242
H 4.6771 -0.5363 -0.4171 0.060
C 4.9894 5.0989 -3.3745 -0.108
C 4.0798 3.0237 -4.5259 -1.316
H -1.1427 4.5040 -0.7975 0.679
H 6.2905 -0.8933 -3.6385 0.238
H 5.7733 3.7986 -5.8884 0.314
H -2.5899 -2.6493 -7.7688 0.438
H 1.4627 -10.4766 4.6693 0.368
C -0.7400 4.2459 0.1682 -2.531
H -0.5869 -3.2510 -6.5736 0.313
H 4.8780 5.1751 -6.6387 0.389
H -1.6427 -0.5576 0.3588 0.280
C 0.8102 -8.4831 2.8003 -1.786
C 0.1383 -0.4464 3.2056 -0.390
H -5.5290 -5.6071 2.1085 0.410
H 0.0949 7.9354 3.8953 0.453
C -7.2574 4.9958 0.4359 -0.798
O -2.4037 6.2443 0.6261 -0.306
H -3.8135 1.2797 -7.6487 0.381
H -5.6021 0.4578 1.4395 0.726
C -0.6650 -2.8561 -5.5428 -0.531
H 4.2316 0.5415 -3.3692 -0.243
C 1.7416 -10.5293 1.8287 -1.818
C -8.0365 -5.6014 2.9070 -0.470
C -2.8855 0.1902 -6.0167 -0.311
H 8.0977 3.9093 3.1044 0.255
H 7.1611 1.6867 -3.3995 0.605
H -9.5960 4.1851 1.7300 0.374
N -7.0281 3.3640 2.3243 1.205
H 7.7485 -1.7364 -3.0543 0.316
H 0.3980 0.9328 0.0369 -0.465
C -6.5387 5.6579 2.8443 -0.763
H -0.0203 -3.3969 -2.6125 0.389
H -0.1183 -9.0082 2.8939 0.583
H 6.9008 0.6010 0.3993 -0.071
H -6.1957 5.2115 0.2039 0.142
H 2.3794 -6.5376 4.1609 0.367
C -2.1177 0.0266 2.4035 0.258
C -1.2658 7.3360 2.3905 1.052
H -2.4008 1.0615 2.1844 -0.736
C 0.4105 0.9991 1.1416 -0.750
C -2.6134 7.3459 3.1729 -1.684
C 6.4890 5.6692 -5.1672 -0.791
H 0.2905 4.7047 2.5764 0.394
H 2.6561 -1.2960 2.4222 0.834
C 4.2673 -8.5338 4.4848 -1.274
C 0.2412 -4.3331 3.5042 0.800
H -4.0555 -6.2887 -0.5096 0.360
H -4.9068 -7.9849 1.9525 0.367
N -1.3282 6.3885 1.2111 1.376
H -7.2586 -4.8745 3.3149 0.287
H 1.9382 6.2923 3.2693 0.494
H 1.4401 1.0723 -2.0616 0.225
C -1.8310 0.3088 -2.7365 0.372
C -7.3886 4.7175 1.9587 0.774
H -0.1782 8.9051 1.1092 0.274
O 0.8268 -4.7243 2.4467 -0.601
H -3.4578 -3.0679 -5.8015 0.300
H -0.2533 6.7273 -1.1119 0.389
C 0.7963 5.3446 1.8278 -0.017
H -1.8705 -5.3102 0.2873 0.279
O -2.7953 -0.5015 -3.0289 -0.879
H -8.3080 1.0268 2.5102 0.395
H 7.9251 -0.5056 -4.2147 0.390
O -2.2143 4.1093 2.8767 -0.590
H -4.9041 0.5706 -6.5029 0.330
H 1.1309 7.0789 0.0759 0.363
H 5.0461 -7.0225 1.5584 0.487
H -0.3362 1.7332 1.5236 0.027
H -10.0399 -3.8715 2.9241 0.342
H 2.3757 -0.3991 -1.7996 0.088
H -8.7039 3.4037 -0.1288 0.354
H 5.8799 -6.7789 3.1465 0.407
H 0.8766 -11.0716 2.2197 0.394
C 3.1075 -6.4974 3.4143 -2.021
C -8.1198 1.4536 1.5098 -1.588
C 3.2449 1.0416 -3.2974 -0.610
O -8.6767 -5.0162 1.8024 -0.334
H -7.6890 3.9241 -1.4610 0.449
O 3.1744 3.4042 0.9046 -0.399
H 7.7182 0.8899 2.6765 0.553
C -1.1372 -1.3973 -5.6252 0.389
H 3.0337 1.0803 -1.1785 0.072
O -4.1544 4.1899 1.6939 -0.509
H -5.7408 2.9985 -0.3131 0.166
H 1.5452 7.4722 1.9900 0.436
C -7.6690 3.7479 -0.3897 -1.078
H -2.7209 8.2746 3.7153 0.543
O 5.0579 2.5336 -0.0113 0.280
H 2.6182 0.6433 -4.1163 0.789
H -3.2530 0.3693 -4.9605 0.016
H -0.9906 -0.9575 -4.6656 -0.580
H 6.8218 6.3910 -5.8654 0.402
H 3.7051 2.7988 -2.3655 0.002
H 1.1087 5.5486 -0.8740 0.160
H -6.8096 -7.3899 3.2315 0.438
C -5.5665 1.4272 1.8748 -2.493
C 7.0930 1.3269 -2.3596 0.419
C 7.8881 1.6939 1.9753 -0.511
C 5.9049 6.2269 -3.9040 -0.583
C 0.4627 6.2971 -0.3399 -1.464
H -4.2146 -0.5864 -8.9295 0.429
H 2.8350 -10.9302 3.8612 0.586
H 5.5750 4.3396 -2.9168 -0.166
C 0.5735 -2.6387 -3.1703 -0.422
H -2.0600 0.7558 -6.2498 0.504
H 0.2130 -4.1150 5.3827 0.343
C 2.5379 -1.1174 1.3723 -0.251
H -8.1787 0.6436 0.8064 0.438
C 7.7927 1.2394 0.5345 -0.229
O 9.1286 2.4737 2.0562 -0.397
C 1.0409 -1.3131 0.9607 0.209
C 3.4031 -2.1028 0.5564 0.101
H 3.5540 -3.0090 1.1597 0.354
H -1.8802 -4.6725 1.9771 -0.098
C 1.2121 6.6198 2.5450 -0.856
H 2.8656 -2.2992 -0.3373 0.006
H 0.0489 3.7185 -0.3162 0.647
H -0.3303 6.2230 4.0313 0.431
H 1.4030 1.3409 1.4287 0.365
C -1.1042 8.6713 1.6719 -1.468
C 2.3269 -10.0740 4.1683 -1.081
H -3.0769 1.2551 -1.6189 0.121
N -2.4753 -1.2480 -6.1187 0.515
C -3.9959 0.3770 -7.0371 -0.678
H 2.8276 -0.0559 1.2338 -0.306
```

Summary:
- relative energy (zero: lowest compared OMol25 entry of this formula, charge and spin) (kcal per mole) = 0.00
- total charge = +4
- Kohn-Sham gap (eV) = 5.6833
- E (a.u.) = -4623.27419
- E_HOMO (eV) = -14.03